Entry 1:
109
Properties=species:S:1:pos:R:3:forces:R:3 method="wB97M-V/def2-TZVPD" de_lowest_ev=0.0338 charge=0 homo_energy_ev=-6.71 multiplicity=1
Mg 0.22191 1.06418 1.28420 -0.0773 -0.1035 0.0770
C -3.36695 -0.10678 -1.28609 -0.0364 0.0242 0.0267
O -2.92018 -1.44075 -1.05763 0.0552 -0.0132 -0.0421
C -2.68420 -1.81363 0.24621 -0.0105 -0.0198 0.0295
C -3.15534 -3.04870 0.63205 -0.0129 0.0070 -0.0253
C -2.92657 -3.54071 1.91862 0.0037 -0.0388 0.0007
C -2.22722 -2.75815 2.80782 0.0042 0.0226 0.0045
C -1.71511 -1.50862 2.43482 0.0216 -0.0150 -0.0232
C -1.02302 -0.73508 3.44995 -0.0317 0.0087 0.0655
N -0.29093 0.27823 3.19099 0.0334 -0.0514 0.0133
N 0.16225 1.00507 4.28826 0.0015 -0.0018 0.0012
C 0.47937 2.20901 3.89394 -0.0242 0.0092 -0.0167
O 0.40209 2.64730 2.68357 -0.0004 0.0721 -0.0024
C 0.98564 3.15047 4.93818 0.0192 -0.0062 0.0092
C 1.12456 4.49942 4.63104 0.0055 0.0268 0.0114
C 1.61341 5.39219 5.57581 -0.0061 -0.0068 -0.0083
C 1.97399 4.93917 6.83606 0.0024 -0.0039 0.0005
C 1.83510 3.59155 7.14927 0.0049 0.0041 0.0044
C 1.34054 2.70260 6.20913 0.0033 -0.0049 -0.0185
C -1.91455 -0.99511 1.12190 0.0243 0.0037 -0.0075
O -1.44164 0.14074 0.70941 0.0472 -0.0030 -0.0556
H -4.02781 -0.14063 -2.15342 -0.0091 0.0094 0.0117
H -2.52900 0.55624 -1.48598 0.0212 0.0179 -0.0057
H -3.92074 0.27361 -0.42527 0.0000 -0.0082 0.0012
H -3.71773 -3.62266 -0.09587 0.0008 0.0018 0.0005
H -3.31238 -4.50765 2.21264 -0.0016 -0.0053 0.0032
H -2.05524 -3.10317 3.82151 0.0003 -0.0044 -0.0016
H -1.18052 -1.00746 4.49584 -0.0014 0.0039 -0.0019
H 0.83751 4.84030 3.64467 -0.0018 -0.0116 -0.0067
H 1.70936 6.44212 5.32780 0.0021 0.0005 0.0029
H 2.35729 5.63247 7.57410 0.0014 -0.0024 0.0019
H 2.11276 3.23477 8.13317 0.0005 -0.0002 -0.0002
H 1.22247 1.65231 6.43765 0.0006 0.0014 0.0035
S 1.19443 -1.82964 0.70606 -0.0127 0.0904 0.0336
C 1.36319 -2.10964 -0.90515 -0.0148 -0.1003 -0.0204
N 1.84899 -3.26501 -1.40125 -0.0305 0.0384 -0.0042
C 1.85908 -3.56277 -2.82436 0.0249 0.0012 -0.0081
C 0.67957 -2.89721 -3.47131 -0.0219 -0.0071 0.0106
N 0.72745 -1.47091 -3.17760 -0.1276 -0.0441 0.0318
C 0.39441 -0.57337 -4.27972 0.0191 -0.0328 -0.0209
C -0.93671 -0.89443 -4.91224 0.0085 0.0354 0.0142
C -2.02091 -1.27008 -4.12816 0.0038 -0.0094 0.0066
C -3.25282 -1.51786 -4.71450 0.0216 0.0105 -0.0079
C -3.41367 -1.38364 -6.08714 -0.0294 -0.0074 0.0121
C -2.33423 -1.00787 -6.87306 0.0231 0.0068 -0.0052
C -1.09837 -0.77074 -6.28709 -0.0181 -0.0090 -0.0063
C 0.99490 -1.03968 -1.93671 0.0712 0.0894 -0.0705
S 1.01272 0.56009 -1.52462 0.0560 -0.0206 0.0655
C 2.33487 -4.34351 -0.54755 -0.0009 -0.0118 0.0271
C 1.34821 -5.48432 -0.46307 -0.0005 -0.0052 0.0034
C 0.01262 -5.24284 -0.14434 0.0097 0.0176 -0.0056
C -0.88562 -6.29568 -0.07611 0.0094 -0.0014 0.0148
C -0.46299 -7.59695 -0.31900 -0.0022 0.0005 -0.0055
C 0.86430 -7.84244 -0.63282 0.0009 -0.0023 0.0018
C 1.76419 -6.78702 -0.70802 -0.0084 0.0013 -0.0133
H 1.77593 -4.64430 -2.93890 0.0155 0.0027 0.0015
H 2.80060 -3.23539 -3.28025 -0.0162 0.0032 0.0018
H -0.25257 -3.33271 -3.09920 -0.0001 -0.0010 -0.0103
H 0.70193 -3.02368 -4.55234 0.0095 -0.0066 0.0006
H 1.18744 -0.65007 -5.03031 0.0137 0.0285 0.0043
H 0.40012 0.44047 -3.88520 -0.0116 0.0024 0.0041
H -1.91218 -1.37457 -3.05480 0.0143 -0.0065 -0.0102
H -4.08452 -1.81563 -4.08867 -0.0181 -0.0037 -0.0127
H -4.37551 -1.57622 -6.54473 -0.0025 -0.0010 0.0057
H -2.45047 -0.90682 -7.94456 -0.0018 -0.0005 0.0012
H -0.25405 -0.48544 -6.90520 0.0037 0.0008 0.0046
H 2.53593 -3.92627 0.43688 0.0000 0.0041 -0.0063
H 3.27509 -4.70123 -0.97545 0.0120 -0.0021 0.0085
H -0.32494 -4.23375 0.06605 -0.0071 0.0017 -0.0059
H -1.91822 -6.09556 0.17714 -0.0184 0.0142 0.0101
H -1.16778 -8.41645 -0.26253 -0.0015 0.0015 -0.0010
H 1.20080 -8.85292 -0.82621 -0.0005 0.0005 0.0014
H 2.80106 -6.97969 -0.96152 0.0000 0.0026 0.0011
C 4.80105 -0.32066 2.20005 -0.0036 0.0062 0.0088
C 4.78297 1.18190 1.95887 0.0077 -0.0340 -0.0094
S 3.15046 1.82198 2.34715 -0.0985 0.0269 0.0362
O 2.28258 1.13754 1.31111 0.0647 0.0322 -0.1019
C 3.35229 3.51362 1.76596 0.0076 -0.0420 0.0213
C 4.24799 4.33233 2.68439 -0.0201 0.0092 0.0047
H 5.78324 -0.72726 1.95978 -0.0011 0.0034 -0.0020
H 4.05439 -0.81309 1.57706 0.0003 0.0032 -0.0051
H 4.58058 -0.55214 3.24317 0.0085 -0.0004 -0.0026
H 4.98267 1.42857 0.91394 0.0034 0.0017 0.0034
H 5.49154 1.70729 2.60138 0.0055 -0.0008 -0.0006
H 2.32589 3.88257 1.77046 0.0000 0.0044 -0.0034
H 3.71222 3.46043 0.73668 -0.0037 0.0092 -0.0075
H 3.91686 4.25308 3.72110 0.0028 -0.0042 0.0024
H 4.19703 5.38452 2.40468 0.0018 -0.0037 -0.0109
H 5.29174 4.02469 2.62275 0.0014 -0.0062 0.0016
C -0.52901 4.91793 0.28648 0.0027 -0.0110 0.0166
P -1.13701 3.19151 0.17003 0.0039 0.0081 -0.0360
C -2.50864 3.21484 1.37199 -0.0051 0.0013 -0.0108
C -1.98128 3.20721 -1.45156 0.0361 -0.0091 -0.0088
C -3.36460 3.23239 -1.60600 -0.0041 -0.0094 0.0156
C -3.93861 3.13909 -2.86747 0.0007 -0.0013 -0.0046
C -3.13706 3.02433 -3.99299 -0.0089 -0.0034 -0.0035
C -1.75539 3.01540 -3.85378 0.0041 -0.0014 0.0052
C -1.18546 3.10238 -2.59340 -0.0191 0.0006 -0.0028
H 0.22008 5.10141 -0.48433 -0.0008 -0.0030 -0.0026
H -0.06167 5.03891 1.26495 -0.0035 0.0054 0.0002
H -1.33983 5.63901 0.17418 0.0052 0.0080 0.0020
H -3.19889 4.04513 1.21311 0.0066 0.0049 -0.0016
H -2.05930 3.29972 2.36147 -0.0019 0.0001 0.0020
H -3.03808 2.26296 1.32211 0.0005 0.0035 0.0058
H -4.00791 3.30083 -0.73836 -0.0006 0.0004 -0.0051
H -5.01677 3.14625 -2.96817 0.0002 0.0018 0.0015
H -3.58581 2.93768 -4.97432 0.0032 -0.0035 -0.0015
H -1.12230 2.92451 -4.72796 -0.0002 0.0013 -0.0060
H -0.10727 3.05624 -2.49135 -0.0081 0.0075 -0.0064

Entry 2:
118
Properties=species:S:1:pos:R:3:forces:R:3 method="wB97M-V/def2-TZVPD" de_lowest_ev=0.0000 charge=+3 homo_energy_ev="-15.91 / -15.91" s_squared=0.76 multiplicity=2
Y 0.88359 0.21775 -1.16021 -0.9788 -0.7313 -0.7477
C 0.47807 -0.16124 4.96617 -0.0561 -0.0076 -0.0919
C -0.84230 0.30881 4.45388 0.1760 -0.0940 0.0031
C -1.85549 0.82276 5.23000 -0.0806 0.0431 0.0804
C -3.10213 1.23834 4.69589 -0.0502 0.0434 0.0297
N -3.37126 1.10957 3.40159 0.2078 -0.1219 0.1028
N -2.40305 0.58187 2.68834 -0.1612 0.1235 -0.2266
B -2.34427 0.20874 1.18028 -0.1458 -0.1097 0.0988
N -2.72365 1.42951 0.29827 0.0640 -0.2994 0.3438
N -4.04512 1.41737 0.12899 -0.0203 0.1699 -0.1281
C -4.61561 2.44898 -0.45698 -0.0209 -0.1819 0.0812
C -3.83255 3.54985 -0.86887 -0.0502 0.0687 -0.0500
C -2.47568 3.56710 -0.68505 0.0527 0.1694 -0.1271
C -1.60115 4.70883 -1.11513 -0.0688 -0.0661 0.0451
C -1.93088 2.42420 -0.06723 0.2227 -0.0150 -0.1290
S -0.20341 2.32854 0.22950 -0.1636 0.0343 0.5086
C -6.11831 2.40473 -0.65010 0.0925 0.0636 0.0175
C -6.41893 2.54885 -2.14978 -0.0166 -0.0034 -0.0271
C -6.69556 1.09000 -0.12902 -0.0211 -0.0313 0.0027
C -6.73079 3.58342 0.12475 -0.0175 0.0032 0.0090
N -3.10985 -1.03612 0.80985 0.0102 0.3222 0.2312
N -4.00640 -1.41841 1.74545 0.0641 -0.1848 -0.3713
C -4.73466 -2.46623 1.46488 -0.0701 0.0264 0.1279
C -4.56579 -3.16263 0.23809 -0.0758 -0.0567 0.0149
C -3.64111 -2.78052 -0.68467 0.0643 -0.0746 -0.1991
C -3.44034 -3.50076 -1.98165 -0.0076 0.0487 0.0794
C -2.86164 -1.63356 -0.35605 -0.0190 0.0115 -0.0742
S -1.69654 -0.99530 -1.46455 0.3085 0.0235 0.1542
C -5.77554 -2.90400 2.47761 0.0162 -0.0226 -0.0869
C -5.49293 -4.36085 2.87527 -0.0185 -0.0003 0.0397
C -7.15829 -2.79886 1.81149 0.0104 0.0009 -0.0181
C -5.74022 -2.01445 3.71681 0.0157 0.0284 0.0640
C -1.19526 0.23341 3.10673 0.0147 -0.0266 -0.0525
S -0.47969 -0.34937 1.59089 -0.0534 0.6880 0.0149
C -4.17653 1.81108 5.59711 0.0593 -0.0191 -0.0256
C -5.38547 2.26767 4.78469 -0.0483 0.0080 -0.0264
C -3.59557 3.00398 6.37454 -0.0184 -0.0021 0.0126
C -4.60044 0.69933 6.57446 -0.0015 -0.0030 0.0171
H 0.59925 0.08024 6.01953 -0.0144 0.0103 -0.0011
H 1.29398 0.29885 4.40697 -0.0862 -0.0663 0.0006
H 0.55752 -1.24447 4.85173 0.0024 -0.0054 0.0043
H -1.69704 0.91977 6.29685 -0.0114 0.0014 -0.0095
H -4.31540 4.39762 -1.33920 -0.0018 -0.0230 -0.0035
H -2.18683 5.47229 -1.62177 -0.0142 -0.0070 0.0157
H -0.82053 4.37289 -1.80109 -0.0137 -0.0335 0.0102
H -1.11501 5.16823 -0.25117 0.0045 -0.0190 -0.0097
H -5.98476 1.72855 -2.72459 -0.0038 0.0062 0.0114
H -6.05244 3.49155 -2.56049 -0.0075 -0.0118 0.0176
H -7.49860 2.52995 -2.29845 0.0135 -0.0006 -0.0063
H -6.28838 0.23051 -0.66609 -0.0030 0.0235 -0.0018
H -7.77526 1.10109 -0.27708 0.0080 -0.0106 0.0049
H -6.49489 0.95228 0.93530 -0.0031 0.0254 -0.0154
H -6.38590 4.55026 -0.24692 0.0048 -0.0209 0.0023
H -6.50415 3.51842 1.19111 -0.0055 -0.0058 -0.0146
H -7.81428 3.55971 0.00818 0.0118 0.0091 0.0036
H -5.18795 -4.02459 0.03430 -0.0091 0.0109 0.0210
H -4.10965 -4.35454 -2.05394 0.0020 0.0042 0.0070
H -2.41035 -3.84745 -2.07371 0.0010 -0.0015 0.0081
H -3.62585 -2.83397 -2.82490 -0.0031 0.0081 0.0067
H -5.54005 -5.04168 2.02436 -0.0071 0.0131 0.0016
H -6.24348 -4.69079 3.59395 0.0099 0.0069 -0.0054
H -4.51136 -4.46175 3.34295 -0.0121 0.0074 -0.0041
H -7.25355 -3.46549 0.95267 0.0037 0.0122 0.0083
H -7.36145 -1.77790 1.48037 0.0054 -0.0103 0.0139
H -7.92921 -3.08059 2.52876 0.0156 -0.0080 -0.0003
H -4.77853 -2.08348 4.23154 -0.0210 -0.0038 -0.0210
H -6.51855 -2.34247 4.40586 0.0123 0.0085 0.0137
H -5.91955 -0.96622 3.46784 -0.0055 -0.0394 -0.0126
H -5.12072 3.05118 4.07190 0.0051 -0.0147 0.0203
H -6.13094 2.67108 5.46907 -0.0103 0.0017 -0.0186
H -5.83875 1.44249 4.23325 0.0180 0.0207 0.0239
H -3.24562 3.78899 5.70120 -0.0111 -0.0128 -0.0044
H -2.77350 2.71732 7.03262 -0.0112 -0.0053 -0.0152
H -4.37574 3.43010 7.00519 0.0073 -0.0107 -0.0065
H -4.97527 -0.17633 6.04062 -0.0035 0.0256 0.0035
H -5.40047 1.07226 7.21403 0.0149 0.0046 -0.0032
H -3.78164 0.38582 7.22551 -0.0106 0.0063 -0.0194
Cl 2.18542 -2.00094 -0.32992 0.2179 -0.1483 0.2027
C 3.92527 -1.55208 -0.28731 -0.0939 -0.0474 -0.0778
C 4.79894 -2.59516 -0.49812 0.0282 -0.0112 -0.0162
C 6.15851 -2.31026 -0.49309 0.0317 0.0070 0.0011
C 6.60059 -1.01088 -0.29049 -0.0517 -0.0140 -0.0039
C 5.68729 0.01239 -0.08190 0.0935 0.0264 -0.0284
C 4.31615 -0.23765 -0.06811 -0.0746 0.0107 -0.0634
P 3.10493 1.08294 0.24961 0.5794 0.3328 0.4777
C 3.76801 2.64116 -0.37661 0.0496 0.0123 0.0443
C 3.27783 3.17388 -1.56833 -0.0071 0.0417 -0.0674
C 3.78601 4.36596 -2.06611 -0.0222 -0.0661 0.0073
C 4.78385 5.03208 -1.37180 0.0449 0.0225 0.0367
C 5.26784 4.51796 -0.17333 -0.0389 -0.0101 -0.0456
C 4.76049 3.33023 0.32579 0.0125 0.0383 0.0627
C 3.13237 1.28652 2.06213 -0.0112 -0.1848 -0.0068
C 3.79675 0.37539 2.87959 0.0189 -0.0115 0.0674
C 3.88545 0.60027 4.25001 0.0147 -0.0060 -0.0427
C 3.29398 1.72193 4.80994 0.0921 0.0898 -0.0140
C 2.60568 2.62158 4.00196 0.0626 0.0191 -0.0352
C 2.52958 2.40908 2.63332 -0.0627 0.0668 0.0310
H 4.43741 -3.59925 -0.67237 0.0092 0.0098 0.0032
H 6.86677 -3.11038 -0.66060 0.0004 0.0081 0.0011
H 7.65910 -0.79022 -0.30066 -0.0058 -0.0025 -0.0006
H 6.04609 1.02359 0.06000 -0.0156 0.0004 0.0044
H 2.50937 2.66605 -2.13981 -0.0031 -0.0281 -0.0058
H 3.40956 4.76589 -2.99810 -0.0011 -0.0057 0.0069
H 5.18654 5.95746 -1.76173 -0.0069 -0.0028 0.0052
H 6.03804 5.04587 0.37252 0.0026 -0.0049 -0.0056
H 5.12604 2.95334 1.27395 0.0021 -0.0180 -0.0181
H 4.28223 -0.49297 2.45335 0.0083 -0.0044 0.0113
H 4.43296 -0.09474 4.87350 -0.0074 0.0033 -0.0158
H 3.38403 1.90786 5.87247 -0.0050 -0.0010 -0.0065
H 2.16233 3.50936 4.43451 0.0045 -0.0019 -0.0112
H 2.04879 3.15339 2.00801 0.0008 -0.0116 -0.0033
F 0.73288 -1.02163 -3.14802 -0.3858 -0.4913 0.1937
As 1.43613 0.22592 -4.19578 0.0653 0.1862 -0.5185
F 2.39291 -0.88050 -5.00041 0.0626 -0.0458 -0.0858
F 0.09646 0.18795 -5.19268 -0.1082 0.0177 -0.2147
F 2.13150 1.63456 -4.77302 0.0789 0.1936 -0.2220
F 0.43413 1.32039 -3.02035 0.0297 0.1143 0.1019
F 2.57049 0.27839 -2.79568 0.3052 0.1959 0.5274